Formula: C5H6CuO3
Source: OMol25
Level of theory: ωB97M-V/def2-TZVPD

Last column: Löwdin spin population.
CARTESIAN COORDINATES (ANGSTROEM)
C  -0.122  1.345  -2.533  0.720
C  1.273  1.156  -2.033  0.103
C  1.383  -0.038  -1.109  0.033
C  0.804  -0.085  0.117  0.012
O  0.944  -1.002  1.028  0.005
Cu  0.276  -2.248  2.816  0.004
H  -0.348  1.338  -3.602  0.050
H  -0.958  1.266  -1.833  0.043
H  1.600  2.052  -1.475  0.029
H  1.963  1.047  -2.887  0.001
H  1.887  -0.935  -1.488  0.001
O  -3.998  -1.274  4.545  0.000
O  -1.871  -1.897  3.901  0.001
C  -2.927  -1.480  4.166  0.000
H  0.095  0.754  0.385  0.000

Output
HOMO level (alpha / beta)   -6.23 / -6.36 eV
Spin multiplicity   2
Relative energy (zero: lowest compared OMol25 entry of this formula, charge and spin)   22.5 kcal per mole
HOMO-LUMO gap (alpha / beta)   4.5 / 4.7 eV
⟨S²⟩   0.75
LUMO level (alpha / beta)   -1.70 / -1.70 eV
Electronic energy   -2060.1582 a.u.



Formula: C5H6ErO4
Source: OMol25
Level of theory: ωB97M-V/def2-TZVPD

Last column: Löwdin spin population.
CARTESIAN COORDINATES (ANGSTROEM)
O  -1.045  0.733  0.752  -0.009
O  -2.443  -0.155  -0.685  0.000
C  -3.531  -1.017  -0.603  0.000
C  -4.746  -0.573  -0.889  0.000
C  -1.438  -0.275  0.153  0.001
H  -3.310  -1.988  -0.157  0.000
H  -1.300  -1.279  0.588  0.000
H  -5.602  -1.196  -0.636  0.000
H  -4.942  0.485  -1.064  0.000
Er  1.173  1.819  1.427  2.042
O  2.366  1.229  -0.439  0.085
O  2.532  -0.009  1.347  0.088
C  2.616  0.006  0.020  0.135
C  2.521  -1.136  -0.761  0.601
H  2.818  -2.094  -0.333  0.028
H  2.637  -1.065  -1.843  0.028

Output
HOMO level (alpha / beta)   -13.27 / -10.65 eV
Spin multiplicity   4
HOMO-LUMO gap (alpha / beta)   8.8 / 5.5 eV
⟨S²⟩   3.81
LUMO level (alpha / beta)   -4.49 / -5.19 eV
Electronic energy   -1509.7909 a.u.
Charge   +1



Formula: C5H6F2N2
Source: OMol25
Level of theory: ωB97M-V/def2-TZVPD

Last column: Löwdin charge in e.
CARTESIAN COORDINATES (ANGSTROEM)
C  -1.278  0.448  1.130  -0.057
C  -0.521  1.461  0.683  0.000
C  -1.256  -0.797  0.440  -0.117
C  0.639  1.132  -0.187  -0.152
C  0.936  -0.649  0.143  -0.585
N  -0.208  -1.384  -0.056  0.132
N  1.927  -1.091  -0.631  0.137
F  1.858  1.752  0.072  -0.005
F  1.217  -0.785  1.515  0.013
H  -2.067  0.586  1.791  0.090
H  -0.556  2.449  1.055  0.105
H  -2.103  -1.476  0.291  0.121
H  0.448  1.135  -1.201  0.115
H  2.118  -2.091  -0.689  0.115
H  2.648  -0.459  -0.893  0.087

Output
HOMO level   -9.37 eV
Spin multiplicity   1
SMILES   N[C@]1(F)N=CC=C[C@H]1F
Relative energy (zero: lowest compared OMol25 entry of this formula, charge and spin)   49.5 kcal per mole
HOMO-LUMO gap   9.2 eV
LUMO level   -0.17 eV
Electronic energy   -503.2898 a.u.



Formula: C5H6F2N2
Source: OMol25
Level of theory: ωB97M-V/def2-TZVPD

Last column: Löwdin charge in e.
CARTESIAN COORDINATES (ANGSTROEM)
C  0.938  -1.603  -0.022  -0.081
C  2.205  -0.748  -0.058  -0.052
C  -0.348  -1.175  0.053  -0.191
C  2.271  0.592  0.077  -0.165
C  -2.003  0.444  0.069  -0.472
N  -0.796  0.104  -0.086  0.099
N  -2.416  1.689  -0.082  0.185
F  3.472  1.176  0.129  -0.007
F  -3.048  -0.426  0.194  0.076
H  0.988  -2.616  0.233  0.063
H  3.187  -1.150  0.096  0.092
H  -1.157  -2.000  -0.132  0.140
H  1.562  1.411  -0.009  0.100
H  -1.593  2.251  -0.036  0.110
H  -3.262  2.050  -0.427  0.103

Output
HOMO level   -7.96 eV
Spin multiplicity   1
SMILES   N/C(F)=N/C=C\C=C\F
Relative energy (zero: lowest compared OMol25 entry of this formula, charge and spin)   43.3 kcal per mole
HOMO-LUMO gap   8.7 eV
LUMO level   0.69 eV
Electronic energy   -503.2997 a.u.